Arrangement A

An isolated molecule of C3H6O2. Source: the OMol25 dataset; level of theory: ωB97M-V with the def2-TZVPD basis set.

Geometry (Å):
C  1.207  -0.321  -0.628
C  -1.945  -0.261  -0.621
O  -1.341  0.786  -0.153
C  -0.291  0.683  0.850
O  0.937  0.758  0.249
H  2.200  -0.150  -1.042
H  1.183  -1.282  -0.095
H  0.479  -0.355  -1.453
H  -1.580  -1.137  -0.002
H  -0.395  1.546  1.509
H  -0.454  -0.269  1.385

Values from the calculation:
highest occupied orbital energy = -0.3220 Eh
M = 74.1 g mol⁻¹
LUMO energy = 0.67 eV
orbital gap = 9.43 eV

---

Arrangement B

A 2-piece molecular cluster, C3H6O2 overall. Source: the OMol25 dataset; level of theory: ωB97M-V with the def2-TZVPD basis set.

Geometry (Å):
C  0.790  1.377  0.096
C  0.138  2.539  0.766
O  -0.075  2.672  1.942
H  1.480  0.956  0.825
H  1.198  1.617  -0.879
H  -0.052  0.697  -0.078
H  -0.302  3.339  0.108
C  -0.808  -3.311  -0.708
O  -0.065  -2.429  -0.391
H  -1.751  -3.449  -0.163
H  -0.553  -4.008  -1.516

Values from the calculation:
highest occupied orbital energy = -0.3543 Eh
M = 74.1 g mol⁻¹
LUMO energy = 0.74 eV
orbital gap = 10.39 eV
structure (SMILES) = CC=O.C=O

---

Arrangement C

C3H6O2 as an isolated structure. Source: the OMol25 dataset; level of theory: ωB97M-V with the def2-TZVPD basis set.

Geometry (Å):
O  -0.504  -0.192  -1.687
C  0.163  0.724  -0.841
C  -0.206  0.354  0.581
C  0.281  -1.012  0.968
O  -0.169  -1.479  2.101
H  -0.134  -0.114  -2.574
H  -0.142  1.760  -1.055
H  1.255  0.661  -0.960
H  -1.296  0.375  0.719
H  0.224  1.064  1.302
H  0.529  -2.142  1.446

Values from the calculation:
highest occupied orbital energy = -0.3157 Eh
M = 74.1 g mol⁻¹
LUMO energy = 0.91 eV
orbital gap = 9.50 eV

---

Arrangement D

A 4-piece molecular cluster, C3H6O2 overall. Source: the OMol25 dataset; level of theory: ωB97M-V with the def2-TZVPD basis set.

Geometry (Å):
C  -1.561  -0.064  -0.079
C  -0.141  0.429  -0.184
C  1.039  -0.508  -0.040
H  -1.752  -0.068  1.559
H  -1.504  -1.586  -0.711
H  -2.395  0.972  -0.772
H  0.955  -0.850  0.993
H  0.991  -1.362  -0.740
H  1.917  1.188  0.178
O  0.196  1.607  -0.076
O  2.255  0.242  -0.127

Values from the calculation:
highest occupied orbital energy = -0.3762 Eh
M = 74.1 g mol⁻¹
LUMO energy = -0.65 eV
orbital gap = 9.59 eV

---

The energetic minimum among the shown structures is arrangement B; the next structure lies 225.7 kJ/mol above.